# C24H33BCl3F21I2N3O7P2

C24H33BCl3F21I2N3O7P2 as an isolated structure in a non-equilibrium geometry (ωB97M-V/def2-TZVPD, the Open Molecules 2025 dataset).

Its total energy is -174308.415 eV. The spin multiplicity is 1. The calculation puts the HOMO-LUMO gap at 0.283 hartree. The value obtained for the HOMO energy is -11.2 eV. Its net charge is +1.

Element x y z (Å)
C 3.09463 -4.31082 -0.05267
C 1.99022 -3.27255 -0.31491
O 2.50222 -1.99865 0.09220
B 1.85226 -0.90492 -0.42873
O 1.80656 -0.79202 -1.78198
C 1.09856 0.18734 0.54576
I 0.69138 -0.95651 2.37122
N -0.11414 0.69474 -0.17419
C -0.99190 -0.31546 -0.85620
C -1.38587 -1.66447 -0.21933
N -2.49172 -2.24671 -1.02610
C -0.87301 1.84753 0.44032
C -1.70316 1.41534 1.68225
C -3.03531 2.06075 2.06682
C -4.30242 1.29594 1.59833
F -4.03530 0.32309 0.68159
F -5.07522 2.19910 0.98107
C -5.05068 0.62656 2.76456
F -4.22581 -0.09365 3.51200
F -5.44724 1.63704 3.55902
C -6.35533 -0.15143 2.41130
F -7.13879 0.54935 1.61188
F -7.03786 -0.18807 3.56412
C -6.18000 -1.64228 1.95812
F -6.56470 -2.41087 2.97638
F -4.91794 -2.01045 1.71200
C -7.07995 -2.10358 0.76304
F -8.34637 -1.81864 0.95975
F -7.01947 -3.44416 0.79229
C -6.58906 -1.71128 -0.64703
F -6.29889 -0.40893 -0.75798
F -5.46253 -2.36019 -0.96649
C -7.62436 -2.01454 -1.77946
F -8.15532 -3.21539 -1.67964
F -8.57123 -1.08130 -1.67502
C -7.04489 -1.87816 -3.21538
F -6.51552 -0.70913 -3.47087
F -6.23273 -2.85211 -3.52555
F -8.08633 -2.01080 -4.03313
P -1.85301 2.79550 -0.96637
O -3.23620 1.92695 -1.20165
Cl -2.68491 4.56741 -0.24598
C 0.21969 2.90129 0.85299
I 0.78988 4.27552 -0.84064
P -0.41567 4.09441 2.23739
O 0.42382 3.70737 3.59878
O -0.18681 5.63270 1.73729
N 1.52680 2.43712 1.40579
Cl 2.48692 3.87709 1.36339
C 2.19807 1.28073 0.82755
Cl 3.15260 1.65420 -0.69550
C 3.31402 0.85603 1.86614
F 2.94002 1.28792 3.07635
F 3.59369 -0.44596 2.00982
C 4.75978 1.47406 1.63675
F 5.49764 0.65228 0.89583
F 5.33464 1.43559 2.85751
H 3.46668 -4.08983 0.95438
H 2.68444 -5.32135 -0.00860
H 3.93319 -4.21122 -0.74267
H 1.16552 -3.55931 0.35157
H 1.67650 -3.34280 -1.36080
H 2.65252 -1.08354 -2.16647
H 0.31630 1.18957 -0.98647
H -1.97568 0.10584 -1.09631
H -0.60570 -0.53368 -1.85673
H -1.75176 -1.64084 0.80703
H -0.60322 -2.42739 -0.25283
H -2.27640 -2.02047 -1.99937
H -3.31964 -1.68075 -0.83433
H -1.88170 0.33622 1.62284
H -1.04343 1.48492 2.55371
H -3.09714 1.97061 3.15878
H -3.17043 3.12527 1.90723
H -3.64522 2.20600 -2.03574
H -0.06441 4.11435 4.33077
H -0.82747 6.22809 2.15020
H 4.80603 2.51478 1.32450
C 8.72322 0.46316 -0.45534
C 9.10259 1.89830 -0.76272
O 7.97417 2.62421 -1.25058
H 8.33457 -0.02721 -1.35008
H 9.58205 -0.10197 -0.08997
H 7.93526 0.42743 0.29981
H 9.87296 1.93683 -1.53112
H 9.48501 2.39781 0.13279
H 7.29826 2.59915 -0.56515
C 6.63706 -1.47180 -4.12981
C 5.86676 -1.35484 -2.83041
O 4.54694 -1.89821 -2.96941
H 6.11486 -0.94854 -4.93162
H 7.63796 -1.05093 -4.02899
H 6.72738 -2.51774 -4.43290
H 5.76050 -0.30964 -2.54112
H 6.38292 -1.88438 -2.02438
H 4.63475 -2.82605 -3.21448

Cartesian forces, eV/Å:
-0.2 0.7 0.6
1.0 -1.8 0.4
-0.9 0.9 0.0
0.6 -1.6 -0.4
-0.4 1.1 0.1
1.4 -1.5 0.4
-0.5 0.5 -0.2
0.4 1.6 -1.3
-1.5 -1.3 -0.5
-0.4 -1.1 -0.2
0.5 1.3 0.0
-0.5 1.4 2.2
0.5 -0.7 0.3
-0.6 -0.9 0.9
1.2 0.7 -0.5
0.2 -0.4 0.1
-1.0 0.0 0.0
-0.7 1.2 -0.4
0.6 -1.1 0.0
-0.3 0.6 0.1
0.2 -0.4 1.3
0.1 0.4 -1.4
0.0 -0.4 0.7
-0.7 -0.4 0.0
-0.3 -0.2 0.5
0.6 0.5 -0.5
1.0 -0.9 -0.1
-0.9 1.1 0.2
0.5 -0.7 -0.1
-0.5 0.0 -1.2
-0.1 0.6 0.5
0.4 -0.6 0.4
0.8 1.0 0.2
-0.2 -0.8 0.2
-0.7 0.3 0.1
-1.5 -0.5 -0.4
0.9 0.8 0.3
1.3 -0.6 0.2
-0.8 0.1 -0.3
-0.4 -0.1 -2.1
0.5 0.0 0.7
0.2 -0.6 0.3
1.6 1.5 0.2
-1.1 0.0 -1.7
-3.9 -0.1 0.9
0.9 0.4 -1.1
1.5 -0.5 0.0
-0.5 0.2 -1.4
1.4 -1.0 2.4
-0.7 0.2 0.3
-0.6 -0.2 0.0
1.6 0.7 0.6
-0.5 0.2 0.3
-0.6 -0.4 -0.7
-0.2 0.2 1.1
0.1 -0.1 -1.1
0.1 0.1 0.5
0.1 -0.1 -0.1
0.1 0.1 -0.4
-0.2 -0.2 -0.1
-0.1 0.4 -0.2
-0.1 0.5 0.1
0.0 -0.4 -0.3
0.1 -0.3 0.0
0.4 0.7 0.6
0.6 0.1 0.4
0.2 0.4 -0.1
0.3 0.4 0.1
-0.2 -0.5 -0.1
0.0 -0.3 0.0
0.0 0.2 -0.2
-0.1 0.1 -0.2
0.3 0.1 -0.1
0.1 -0.2 -0.5
0.1 0.0 0.1
0.1 -0.2 0.0
-0.1 -0.3 -0.1
-0.2 -0.1 -0.5
0.0 -0.1 0.0
-0.3 -0.1 0.2
0.0 0.1 -0.2
0.1 0.0 0.0
0.0 0.0 0.0
0.1 0.0 0.1
-0.1 0.1 -0.1
0.1 -0.1 0.0
0.1 0.0 0.0
-0.1 0.0 -0.1
0.2 -0.2 -0.1
-0.4 0.2 0.2
0.0 0.1 0.0
0.0 0.0 0.0
0.1 0.0 0.1
-0.1 0.0 0.0
0.0 0.1 0.0
0.0 0.1 0.0

Formally, the Löwdin partial charges of the atoms, in units of the elementary charge, are as follows: number 1, C, carries -0.044; number 2, C, carries -0.236; number 3, O, carries -0.016; number 4, B, carries -0.825; number 5, O, carries 0.150; number 6, C, carries -0.475; number 7, I, carries 1.334; number 8, N, carries -0.052; number 9, C, carries -0.113; number 10, C, carries -0.264; number 11, N, carries 0.037; number 12, C, carries -0.502; number 13, C, carries -0.207; number 14, C, carries -0.094; number 15, C, carries -0.433; number 16, F, carries 0.086; number 17, F, carries 0.127; number 18, C, carries -0.380; number 19, F, carries 0.184; number 20, F, carries 0.161; number 21, C, carries -0.349; number 22, F, carries 0.190; number 23, F, carries 0.166; number 24, C, carries -0.338; number 25, F, carries 0.177; number 26, F, carries 0.162; number 27, C, carries -0.374; number 28, F, carries 0.213; number 29, F, carries 0.172; number 30, C, carries -0.346; number 31, F, carries 0.161; number 32, F, carries 0.155; number 33, C, carries -0.380; number 34, F, carries 0.208; number 35, F, carries 0.179; number 36, C, carries -0.603; number 37, F, carries 0.210; number 38, F, carries 0.213; number 39, F, carries 0.186; number 40, P, carries 0.565; number 41, O, carries -0.359; number 42, Cl, carries 0.297; number 43, C, carries -0.805; number 44, I, carries 0.934; number 45, P, carries 0.804; number 46, O, carries -0.266; number 47, O, carries -0.368; number 48, N, carries -0.493; number 49, Cl, carries 0.693; number 50, C, carries -0.652; number 51, Cl, carries 0.793; number 52, C, carries -0.532; number 53, F, carries 0.084; number 54, F, carries 0.079; number 55, C, carries -0.377; number 56, F, carries 0.082; number 57, F, carries 0.097; number 58, H, carries 0.087; number 59, H, carries 0.085; number 60, H, carries 0.073; number 61, H, carries 0.104; number 62, H, carries 0.130; number 63, H, carries 0.107; number 64, H, carries 0.143; number 65, H, carries 0.100; number 66, H, carries 0.142; number 67, H, carries 0.071; number 68, H, carries 0.087; number 69, H, carries 0.081; number 70, H, carries 0.043; number 71, H, carries 0.070; number 72, H, carries 0.068; number 73, H, carries 0.129; number 74, H, carries 0.061; number 75, H, carries 0.077; number 76, H, carries 0.068; number 77, H, carries 0.070; number 78, H, carries 0.115; number 79, C, carries -0.083; number 80, C, carries -0.309; number 81, O, carries -0.087; number 82, H, carries 0.060; number 83, H, carries 0.080; number 84, H, carries 0.057; number 85, H, carries 0.114; number 86, H, carries 0.111; number 87, H, carries 0.062; number 88, C, carries -0.079; number 89, C, carries -0.304; number 90, O, carries -0.095; number 91, H, carries 0.081; number 92, H, carries 0.077; number 93, H, carries 0.078; number 94, H, carries 0.109; number 95, H, carries 0.112; number 96, H, carries 0.089